[1]
Computed, not measured: an isolated molecule of C19H20F3N3O3S2 at a distorted geometry, with ωB97M-V with the def2-TZVPD basis set.

Each line ends with the Mulliken charge.
Element x y z (Å)
1 C -1.3534 -3.3091 5.2690  -0.8422
2 O -0.2522 -3.0382 4.3943  -0.4098
3 C -0.0202 -1.7792 3.9652  0.6599
4 C 1.0860 -1.6099 3.1005  -0.6319
5 C 1.2004 -0.4430 2.3755  0.1471
6 C 0.2805 0.6087 2.5033  -0.1329
7 N 0.2985 1.7388 1.6614  0.5478
8 C 0.3619 3.0324 2.0886  -0.2502
9 C 0.4665 3.8514 1.0027  -1.0034
10 N 0.7264 3.0172 -0.0765  0.2521
11 C 0.9406 3.5513 -1.3946  -0.8046
12 C 0.1161 1.7546 0.2439  -0.5247
13 C 0.2839 0.3547 -0.2474  0.7189
14 C 1.5675 -0.0136 -0.5453  0.1092
15 C 1.7475 -1.2705 -1.0498  -1.0879
16 C 0.6010 -1.8701 -1.5713  0.0420
17 S 0.7045 -2.0754 -3.3353  1.2343
18 O -0.1626 -3.1379 -3.7441  -0.6560
19 O 2.0909 -2.0931 -3.7101  -0.6738
20 N -0.0391 -0.5520 -3.6823  0.1203
21 C 0.5529 0.7148 -3.2687  -0.8026
22 S -0.5421 -0.2706 -5.2795  -0.2087
23 C -2.2251 -0.7114 -5.2577  0.8311
24 F -2.4246 -1.4612 -6.3858  -0.2423
25 F -2.6152 -1.4069 -4.1783  -0.1768
26 F -3.0483 0.3721 -5.3078  -0.2474
27 C -0.6784 -1.6989 -1.0019  -1.1784
28 C -0.8787 -0.4968 -0.3693  -0.6452
29 C -0.6204 0.5437 3.5647  -0.8739
30 C -0.8464 -0.6611 4.2445  -0.4062
31 H -1.3505 -4.3913 5.4054  0.2466
32 H -1.2580 -2.8405 6.2573  0.3342
33 H -2.3287 -3.0242 4.8428  0.3412
34 H 1.7749 -2.4433 3.0138  0.4213
35 H 2.0648 -0.3553 1.7152  0.3702
36 H 0.2248 3.2381 3.1201  0.4259
37 H 0.3681 4.9234 0.9873  0.4513
38 H 0.9403 2.7453 -2.1321  0.2033
39 H 0.2431 4.3444 -1.7611  0.3193
40 H 1.9287 4.0055 -1.4621  0.3651
41 H -0.8373 1.7161 -0.3534  0.0475
42 H 2.3509 0.7207 -0.4252  0.5342
43 H 2.7491 -1.6245 -1.1235  0.4782
44 H 0.3368 1.4730 -4.0415  0.6007
45 H 0.0259 1.1272 -2.3947  -0.0329
46 H 1.6448 0.6811 -3.1156  0.3372
47 H -1.4355 -2.4759 -1.1305  0.4953
48 H -1.9438 -0.1746 -0.2329  0.4257
49 H -1.1900 1.4302 3.8080  0.3928
50 H -1.6268 -0.7163 5.0147  0.3792

Computed properties:
SMILES ... COc1ccc(N2C=CN(C)[C@H]2c2ccc(S(=O)(=O)N(C)SC(F)(F)F)cc2)cc1
Highest occupied orbital energy ... -6.73 eV
Net charge ... 0
Relative energy (zero: lowest compared OMol25 entry of this formula, charge and spin) ... 89.4 kcal per mole
Energy ... -60456.0691 eV

---

[2]
Computed, not measured: an isolated molecule of C4H4N2O at a distorted geometry, with ωB97M-V with the def2-TZVPD basis set.

Each line ends with the Mulliken charge.
Element x y z (Å)
1 O -1.4608 0.0177 -2.1001  -0.4570
2 C -0.7703 0.0930 -0.9783  0.8906
3 C 0.2619 -0.8918 -0.9747  -0.8837
4 C 0.9850 -0.8340 0.1638  -0.3916
5 N 0.6934 0.0953 1.1541  -0.0279
6 C -0.3157 0.9648 1.0103  -0.0036
7 N -1.0940 1.0133 -0.0477  -0.5179
8 H -0.8989 -0.7413 -2.4377  0.4234
9 H 1.8225 -1.4925 0.3781  0.3623
10 H 1.2492 0.1190 1.9965  0.2406
11 H -0.4722 1.6565 1.8357  0.3649

Computed properties:
SMILES ... OC1=C=CNC=N1
Highest occupied orbital energy ... -8.23 eV
Net charge ... 0
Relative energy (zero: lowest compared OMol25 entry of this formula, charge and spin) ... 50.6 kcal per mole
Energy ... -9238.2928 eV

---

What did the first record say?
Computed, not measured: an isolated molecule of C19H20F3N3O3S2 at a distorted geometry, with ωB97M-V with the def2-TZVPD basis set.

Each line ends with the Mulliken charge.
Element x y z (Å)
1 C -1.3534 -3.3091 5.2690  -0.8422
2 O -0.2522 -3.0382 4.3943  -0.4098
3 C -0.0202 -1.7792 3.9652  0.6599
4 C 1.0860 -1.6099 3.1005  -0.6319
5 C 1.2004 -0.4430 2.3755  0.1471
6 C 0.2805 0.6087 2.5033  -0.1329
7 N 0.2985 1.7388 1.6614  0.5478
8 C 0.3619 3.0324 2.0886  -0.2502
9 C 0.4665 3.8514 1.0027  -1.0034
10 N 0.7264 3.0172 -0.0765  0.2521
11 C 0.9406 3.5513 -1.3946  -0.8046
12 C 0.1161 1.7546 0.2439  -0.5247
13 C 0.2839 0.3547 -0.2474  0.7189
14 C 1.5675 -0.0136 -0.5453  0.1092
15 C 1.7475 -1.2705 -1.0498  -1.0879
16 C 0.6010 -1.8701 -1.5713  0.0420
17 S 0.7045 -2.0754 -3.3353  1.2343
18 O -0.1626 -3.1379 -3.7441  -0.6560
19 O 2.0909 -2.0931 -3.7101  -0.6738
20 N -0.0391 -0.5520 -3.6823  0.1203
21 C 0.5529 0.7148 -3.2687  -0.8026
22 S -0.5421 -0.2706 -5.2795  -0.2087
23 C -2.2251 -0.7114 -5.2577  0.8311
24 F -2.4246 -1.4612 -6.3858  -0.2423
25 F -2.6152 -1.4069 -4.1783  -0.1768
26 F -3.0483 0.3721 -5.3078  -0.2474
27 C -0.6784 -1.6989 -1.0019  -1.1784
28 C -0.8787 -0.4968 -0.3693  -0.6452
29 C -0.6204 0.5437 3.5647  -0.8739
30 C -0.8464 -0.6611 4.2445  -0.4062
31 H -1.3505 -4.3913 5.4054  0.2466
32 H -1.2580 -2.8405 6.2573  0.3342
33 H -2.3287 -3.0242 4.8428  0.3412
34 H 1.7749 -2.4433 3.0138  0.4213
35 H 2.0648 -0.3553 1.7152  0.3702
36 H 0.2248 3.2381 3.1201  0.4259
37 H 0.3681 4.9234 0.9873  0.4513
38 H 0.9403 2.7453 -2.1321  0.2033
39 H 0.2431 4.3444 -1.7611  0.3193
40 H 1.9287 4.0055 -1.4621  0.3651
41 H -0.8373 1.7161 -0.3534  0.0475
42 H 2.3509 0.7207 -0.4252  0.5342
43 H 2.7491 -1.6245 -1.1235  0.4782
44 H 0.3368 1.4730 -4.0415  0.6007
45 H 0.0259 1.1272 -2.3947  -0.0329
46 H 1.6448 0.6811 -3.1156  0.3372
47 H -1.4355 -2.4759 -1.1305  0.4953
48 H -1.9438 -0.1746 -0.2329  0.4257
49 H -1.1900 1.4302 3.8080  0.3928
50 H -1.6268 -0.7163 5.0147  0.3792

Computed properties:
SMILES ... COc1ccc(N2C=CN(C)[C@H]2c2ccc(S(=O)(=O)N(C)SC(F)(F)F)cc2)cc1
Highest occupied orbital energy ... -6.73 eV
Net charge ... 0
Relative energy (zero: lowest compared OMol25 entry of this formula, charge and spin) ... 89.4 kcal per mole
Energy ... -60456.0691 eV